1.
14
Properties=species:S:1:pos:R:3:forces:R:3 method="wB97M-V/def2-TZVPD" total_charge=0 smiles="[H]/N=N/N(CC)/N=N/[H]" homo_energy_ev=-9.4 multiplicity=1 de_lowest_kj_mol=416.4
C 1.417659 -0.912714 -0.511323 -1.007 -1.478 -0.626
C 0.841325 -0.117903 0.668337 -0.474 -1.316 -0.111
N -2.360756 -0.735205 -0.523336 1.724 1.621 0.721
N -0.269965 2.555101 0.172236 -0.549 -4.282 0.512
N -1.280166 -0.753640 0.119378 -0.795 -1.799 -0.517
N -1.077622 1.542114 0.188351 2.379 2.195 -0.147
N -0.494923 0.335071 0.344983 -2.552 0.468 -0.844
H 1.113145 -0.374329 -1.402496 0.463 0.045 -0.381
H 2.471565 -1.006116 -0.430433 1.087 0.263 -0.099
H 1.072018 -2.029930 -0.707713 0.138 2.401 1.033
H 0.661385 -0.798175 1.480959 0.186 -0.290 0.608
H 1.414197 0.691221 1.054864 0.605 0.718 -0.242
H -2.626384 -1.716241 -0.595892 -0.072 -0.089 0.331
H -0.881477 3.320749 0.142088 -1.132 1.542 -0.238

2.
67
Properties=species:S:1:pos:R:3:forces:R:3 method="wB97M-V/def2-TZVPD" total_charge=-2 homo_energy_ev="-0.4 / -1.0" multiplicity=3 de_lowest_kj_mol=105.4
V 0.493352 -0.097143 -0.194109 -1.246 1.735 -2.707
Br -5.536637 3.506948 7.579000 0.042 -0.076 -0.022
C -4.208339 2.139646 7.327650 -0.109 0.216 -0.036
C -4.323891 0.935517 8.008973 0.008 0.019 -0.042
C -3.351460 -0.028541 7.856178 -0.021 -0.051 -0.064
C -2.230843 0.154344 6.997162 0.123 0.208 -0.213
C -2.184489 1.397889 6.286664 0.110 -0.272 0.002
C -3.141890 2.370160 6.466534 -0.154 -0.030 0.117
N -1.246444 -0.767563 7.023196 -0.170 -0.393 -0.016
N -0.292118 -0.856620 6.100969 0.434 0.240 0.327
C -0.578180 -0.819843 4.768092 -0.726 0.012 -0.180
C -1.828936 -1.122776 4.199489 0.366 0.067 0.509
C -2.048837 -1.112900 2.833014 0.353 0.135 -0.544
C -1.052235 -0.763424 1.904047 -0.583 -0.274 0.681
O -1.274180 -0.699942 0.620551 -0.146 -0.042 0.075
C 0.236497 -0.454534 2.455660 -0.017 -0.038 0.459
N 1.215101 -0.071261 1.568847 0.826 0.012 2.454
C 2.408204 0.255167 2.030074 -0.034 -0.022 -0.293
C 2.728165 0.225037 3.388480 -0.135 -0.069 0.344
C 1.767099 -0.151071 4.300007 0.275 0.074 -0.205
C 0.486363 -0.507857 3.855494 -0.258 0.093 -0.140
H -5.184070 0.754321 8.642258 0.042 0.003 0.054
H -3.434343 -0.971215 8.383981 0.042 0.007 0.016
H -1.361317 1.584486 5.612216 0.051 -0.021 -0.042
H -3.067983 3.313364 5.938923 0.010 -0.009 -0.014
H -2.632736 -1.407281 4.865613 -0.027 0.048 0.052
H -3.021524 -1.383189 2.436792 -0.004 0.020 -0.026
H 3.133925 0.549607 1.282440 -0.040 0.005 -0.043
H 3.721488 0.512245 3.707633 0.016 -0.015 -0.021
H 1.965957 -0.171404 5.363183 -0.044 -0.015 0.015
C 1.009698 -1.950294 -0.600765 0.201 -1.548 -0.071
C 1.248951 -3.145607 -0.731736 0.045 0.176 -0.112
C 1.593943 -4.508706 -0.941014 0.041 -0.097 -0.034
C 0.828811 -5.552868 -0.396101 0.039 0.025 -0.026
C 1.179967 -6.876066 -0.601439 0.022 -0.094 -0.021
C 2.301675 -7.203800 -1.353626 -0.001 0.009 -0.001
C 3.064805 -6.182383 -1.908101 0.020 -0.101 -0.022
C 2.719548 -4.857553 -1.708194 -0.072 0.005 0.048
H -0.043582 -5.301322 0.192686 0.009 0.032 0.002
H 0.573768 -7.667416 -0.174160 -0.007 0.029 0.032
H 2.579697 -8.240620 -1.502541 -0.013 0.002 -0.018
H 3.936329 -6.430283 -2.504581 0.011 0.039 0.012
H 3.310295 -4.059345 -2.138517 0.006 0.003 0.004
C 1.809404 0.521791 -1.151575 0.215 0.401 -0.120
C 2.991540 0.921828 -1.812749 0.506 -0.072 -0.222
C 3.078073 1.995719 -2.738732 -0.093 -0.112 0.085
C 4.287892 2.398597 -3.272970 0.097 0.024 -0.033
C 5.472861 1.746556 -2.942196 0.013 0.002 -0.028
C 5.413893 0.655055 -2.073348 0.133 0.039 -0.033
C 4.216733 0.250966 -1.523359 -0.253 0.098 -0.039
H 2.163113 2.502233 -3.026129 -0.011 0.011 0.041
H 4.317016 3.236175 -3.964182 -0.026 -0.006 0.001
H 6.418642 2.074133 -3.358194 -0.006 -0.019 -0.009
H 6.327151 0.119655 -1.830474 -0.023 -0.007 0.029
H 4.157052 -0.599858 -0.854224 0.076 -0.010 -0.001
C 1.259380 3.692722 -0.122125 -0.007 0.015 0.070
C -0.108506 3.312233 0.314667 -0.079 0.054 0.002
N -0.604456 2.097940 0.323856 0.211 -0.438 -0.006
C -1.885706 2.190985 0.810298 -0.228 0.115 0.107
C -2.178256 3.487763 1.092869 -0.005 -0.032 -0.060
N -1.039006 4.197609 0.767660 0.014 -0.114 -0.002
H 1.770624 2.769100 -0.394631 0.038 0.013 -0.039
H 1.810183 4.189978 0.680150 -0.018 -0.006 0.008
H 1.232172 4.359319 -0.986985 0.008 -0.019 -0.012
H -2.495737 1.312888 0.941543 0.066 -0.020 -0.055
H -3.063205 3.961833 1.479286 0.027 -0.013 0.041
H -0.903172 5.182837 0.889491 0.064 0.044 -0.015

3.
15
Properties=species:S:1:pos:R:3:forces:R:3 method="wB97M-V/def2-TZVPD" total_charge=0 smiles="O=C1CN2C[C@H]2CS1" homo_energy_ev=-9.5 multiplicity=1 de_lowest_kj_mol=163.8
C 1.936493 -0.488193 -0.141228 -0.150 -0.033 0.075
C 0.617738 -1.203632 0.169113 0.157 -0.323 -0.129
C -1.728423 -0.380813 -0.006717 0.840 1.244 -0.075
C -0.781465 0.672003 -0.636893 -1.450 -0.952 0.155
C 0.088452 1.504210 0.220592 0.447 0.516 0.421
H 0.430885 -1.137894 1.268748 -0.040 0.210 -0.621
H 0.774919 -2.271744 -0.061804 0.040 0.495 0.150
H -1.756716 -0.417633 1.091279 0.411 0.001 -0.395
H -2.719636 -0.603610 -0.410747 0.660 -0.123 -0.478
H -1.098142 1.060787 -1.603773 0.238 0.176 0.190
H 0.017157 1.195389 1.270871 -0.220 0.465 -0.228
H -0.137148 2.566206 0.070916 0.056 -0.214 0.432
N -0.460406 -0.720653 -0.701521 -0.882 -1.151 0.628
O 2.960268 -1.092725 -0.303896 -0.054 0.383 0.015
S 1.856020 1.318301 -0.224942 -0.053 -0.693 -0.140